Computed, not measured: an isolated molecule of C16H22N4O, with ωB97M-V/def2-TZVPD.

Output
Maximum force in Eh/bohr: 0.06745
Structure (SMILES): C[C@@H]1NC(N[C@@H]2CCCCN(C)C2=O)=Nc2ccccc21
HOMO in eV: -7.26
Molar mass in g mol⁻¹: 286.4
Multiplicity: 1
ΔE to the lowest compared entry with this formula, charge and spin in kcal per mole: 48.8
Net charge: 0
DFT total energy in eV: -24955.872

Structure (XYZ):
```
43
Properties=species:S:1:pos:R:3:forces:R:3
O -0.85462 1.26217 -1.79737 1.4 -1.3 -2.1
N 2.33557 -0.47153 0.91701 0.7 1.9 1.2
C -1.21305 1.97723 -0.90012 -0.6 -1.2 -0.6
C 1.33875 -0.06916 0.22901 0.0 -1.6 -0.7
C 4.35483 -3.52357 1.53564 -0.5 2.0 1.7
C 3.70500 -4.46109 0.73500 0.3 1.4 0.5
C 3.90357 -2.11887 1.57558 1.1 -3.3 -0.4
C 2.63049 -4.01550 -0.04559 -0.4 0.7 -1.1
C 2.83955 -1.73006 0.79482 -1.3 -1.5 -1.2
C 2.18407 -2.68737 -0.07499 1.7 -0.3 1.7
N -2.40082 2.62403 -1.13386 0.3 2.3 2.2
N 1.00799 1.26399 0.25900 -1.5 -0.8 -1.1
N 0.65324 -0.86172 -0.63697 0.3 -0.3 1.8
C -3.19051 2.54926 -2.38080 1.5 -1.2 0.1
C 1.29601 -2.29648 -2.43156 1.1 1.6 -0.6
C -3.02848 3.30911 0.02843 -0.8 -1.0 -1.1
C -0.33930 1.82693 0.41398 0.1 2.6 1.2
C 1.03675 -2.25721 -0.92537 -2.0 0.1 -0.3
C -3.44729 2.22626 1.03778 0.2 2.4 2.2
C -1.15865 1.23907 1.57094 0.1 -1.3 0.9
C -2.35890 2.01735 2.12391 -0.2 -1.0 -3.0
H 5.07390 -3.81685 2.37381 -0.7 0.3 -1.7
H 4.07905 -5.46537 0.74023 -0.2 -0.4 -0.1
H 4.42299 -1.41259 2.19932 -0.1 0.2 0.2
H 2.12677 -4.66484 -0.76381 0.2 -0.3 0.4
H 1.78626 1.71158 0.67142 0.3 1.1 0.7
H 0.28246 -0.27618 -1.33518 -1.1 0.2 -1.4
H -2.78370 3.17576 -3.23815 -0.4 -0.9 1.1
H -4.16973 2.88995 -2.08079 -0.3 0.0 -0.3
H -3.20131 1.45031 -2.61671 -0.2 1.2 -0.4
H 1.32364 -1.22114 -2.83330 0.0 -1.6 0.5
H 0.55734 -2.83216 -2.99808 -0.3 -0.4 -0.2
H 2.29742 -2.69899 -2.58130 -0.1 -0.2 -0.4
H -2.30812 3.98503 0.47406 0.0 0.3 0.2
H -3.92227 3.90257 -0.32604 1.1 -0.6 0.3
H -0.02159 2.86054 0.72021 -0.8 -0.5 -0.1
H 0.13789 -2.95215 -0.72966 1.2 1.0 0.0
H -4.31877 2.60165 1.55248 -0.4 0.4 0.4
H -3.82380 1.33862 0.63557 0.0 -1.5 -1.2
H -1.51973 0.18140 1.34537 0.5 1.3 -0.1
H -0.55469 1.13122 2.49775 0.4 -0.1 -0.9
H -2.66463 1.34523 2.87552 -1.0 -0.3 1.2
H -2.09356 2.96359 2.52280 0.4 0.9 0.5
```
Positions in Å, forces in eV/Å.

---

Computed, not measured: a structure of composition C18H43CdNO22P4, with ωB97M-V/def2-TZVPD.

Output
Maximum force in Eh/bohr: 0.11196
HOMO in eV: -7.31
Molar mass in g mol⁻¹: 861.8
Multiplicity: 1
ΔE to the lowest compared entry with this formula, charge and spin in kcal per mole: 82.5
Net charge: 0
DFT total energy in eV: -107620.041

Structure (XYZ):
```
89
Properties=species:S:1:pos:R:3:forces:R:3
Cd -0.45037 0.16378 -0.26286 -0.5 -2.1 1.7
O 0.48852 1.70859 -0.82141 2.7 5.0 -1.1
H 0.47815 2.67357 -0.66897 -0.2 -1.1 0.0
N -2.13521 -2.47932 1.10515 -0.4 3.1 1.9
O -1.89443 -3.64290 0.94839 -0.3 -2.0 -0.2
O -1.45024 -1.61248 0.52913 0.3 -1.0 -0.7
O -2.99019 -2.00876 1.92684 0.0 -1.4 -0.5
C 3.86554 0.97663 -0.51073 1.2 -2.4 0.8
C 5.00478 0.29276 -0.03731 -2.2 1.6 0.6
C 5.75174 -0.55582 -0.78191 -0.6 -0.4 -1.0
C 5.37518 -0.90683 -2.10529 0.6 1.7 2.3
C 4.26104 -0.22779 -2.54687 -0.3 0.0 -1.1
C 3.45499 0.64975 -1.78434 1.4 1.4 -0.3
O 2.60442 1.53844 -2.36009 0.4 -1.0 -1.9
O 6.86231 -1.02499 -0.20401 1.7 -1.2 0.1
H 3.31430 1.57822 0.19681 -0.1 0.4 -0.5
H 5.22478 0.47983 1.00336 0.5 -0.1 0.2
H 6.10652 -1.39392 -2.73320 -0.4 -0.3 -0.2
H 4.14525 -0.32746 -3.61601 -0.8 0.2 -0.1
H 1.87206 1.66920 -1.75332 -1.5 0.2 0.8
H 6.98762 -0.55673 0.62463 0.1 0.0 0.0
C -4.90299 -0.37119 -0.16219 0.3 -1.9 -1.0
O -4.62467 0.04289 -1.55995 2.1 1.5 -0.2
P -3.19798 0.66551 -2.10427 -2.2 -2.0 -0.9
O -1.99500 0.01696 -1.56606 -2.4 0.1 -1.9
O -3.27148 0.46532 -3.73625 0.2 0.8 1.4
C -3.40111 -0.82722 -4.29622 -1.9 -1.2 -0.1
O -3.30312 2.21943 -1.92631 -1.6 -1.8 -0.7
C -2.17081 2.97832 -2.20323 0.9 2.5 1.0
H -4.55531 -1.39897 -0.05788 0.4 0.0 -0.2
H -5.98149 -0.52897 -0.15646 0.0 1.0 0.4
H -4.39436 0.11458 0.67052 -0.4 0.7 -0.6
H -3.24377 -1.61449 -3.55898 0.5 0.0 -0.1
H -2.98043 -1.06766 -5.27260 1.5 0.8 0.4
H -4.42872 -0.95370 -4.63698 -0.6 0.2 0.6
H -1.47366 2.67110 -2.98278 -0.2 -0.7 0.3
H -1.74589 3.11702 -1.20910 1.0 -0.1 -0.4
H -2.52444 3.97485 -2.46774 -0.1 0.0 -0.3
C -0.92944 -4.00172 -2.68556 0.4 -0.8 1.2
O 0.11927 -3.31199 -3.35982 0.2 2.1 0.4
P 1.02325 -2.13768 -2.60122 0.8 -2.2 -3.2
O 0.37101 -1.27548 -1.65193 -0.6 0.2 0.2
O 2.19091 -2.99097 -1.97389 -0.3 -0.6 -0.2
C 1.90618 -3.83891 -0.80302 0.2 2.5 0.8
O 1.70720 -1.40473 -3.84758 0.2 -2.4 1.6
C 1.14199 -0.38599 -4.67907 0.3 -0.8 0.9
H -1.01455 -4.99371 -3.12920 0.0 0.2 -0.3
H -1.91912 -3.55032 -2.61577 0.2 0.6 -0.5
H -0.62917 -4.16242 -1.65012 -0.3 0.0 0.1
H 1.20853 -4.67045 -0.90259 0.9 -0.4 -0.7
H 1.40620 -3.19802 -0.07682 -0.4 0.2 0.0
H 2.89694 -3.89376 -0.35191 -0.1 -1.3 -0.3
H 1.95419 0.33907 -4.62712 -0.9 0.7 -0.3
H 0.19367 -0.16749 -4.18808 0.0 1.0 -0.5
H 1.00718 -0.80601 -5.67582 -0.1 0.1 0.0
C 2.39517 1.95963 2.79166 1.1 -0.1 0.8
O 2.34379 0.62396 3.26273 -1.2 -3.0 -1.2
P 1.78098 -0.67728 2.39395 4.6 0.1 3.3
O 0.76971 -0.33538 1.43115 0.2 -0.3 0.3
O 1.41112 -1.68827 3.64310 2.2 1.2 -3.8
C 0.29546 -1.37532 4.38984 -1.1 -0.6 1.9
O 3.22242 -1.27678 1.79059 -3.6 1.4 0.1
C 4.21737 -1.67142 2.69642 -0.2 -1.6 1.2
H 1.98746 2.43181 3.68548 -0.3 1.1 -0.8
H 1.99724 2.15339 1.79555 -0.8 -0.1 0.3
H 3.45744 2.19374 2.72182 0.1 0.3 0.1
H 0.62427 -0.90277 5.31541 -0.1 0.7 -0.1
H -0.06207 -2.34349 4.74043 -0.6 0.1 -0.3
H -0.46971 -0.81770 3.84976 0.0 -0.1 0.0
H 3.80192 -1.76551 3.69973 0.1 0.1 0.1
H 5.11346 -1.05678 2.78203 -0.2 0.2 -0.6
H 4.41972 -2.69829 2.39196 0.8 0.1 0.1
C -0.65246 3.84269 2.00212 2.8 -1.1 0.6
O -1.85508 3.50113 1.48120 -3.7 -1.4 0.1
P -2.62758 2.08324 1.80716 1.8 0.9 -0.1
O -2.06673 0.91654 1.08789 -1.5 1.8 1.5
O -2.74387 1.95073 3.38943 1.7 1.9 -1.3
C -3.50777 0.95637 3.97781 -0.1 -1.7 1.1
O -4.04432 2.52702 1.41002 -2.2 0.3 -0.4
C -4.67986 3.67844 2.02312 0.1 0.9 -0.5
H 0.06187 3.71357 1.18901 0.5 0.4 0.1
H -0.39366 3.07560 2.73199 0.5 0.3 0.4
H -0.55520 4.82911 2.45557 -0.6 0.1 -0.2
H -4.13760 0.43416 3.25759 -0.3 0.1 0.2
H -4.02070 1.37782 4.84232 -0.4 0.1 -0.4
H -2.82358 0.22154 4.40208 0.0 -0.3 -0.2
H -4.02805 4.19152 2.73023 0.1 -0.3 0.0
H -5.64590 3.50587 2.49754 0.2 -0.9 0.0
H -4.90103 4.39415 1.23132 0.2 -0.1 -0.2
```
Positions in Å, forces in eV/Å.